1.
Computed, not measured: 3 unconnected molecules or ions with the total composition C15H26BrN2O8S2 at a distorted geometry, with wB97M-V/def2-TZVPD.

Results
E_tot in a.u.: -4668.74151
Highest occupied orbital energy in eV: -2.13
Total charge: -1
Max |F| in hartree/bohr: 0.10260

The geometry in XYZ format:
```
54
Properties=species:S:1:pos:R:3:forces:R:3:nbo_charge:R:1
C -4.59853 -3.03447 -1.20721 0.191 1.009 0.619 -0.66
C -3.77461 -1.74138 -1.68334 -0.319 -1.168 -1.374 -0.23
Br -2.41848 -1.39256 -0.22069 -1.135 0.158 -0.303 -0.08
C -2.92425 -1.99570 -3.07830 1.534 0.943 0.958 -0.27
N -1.52122 -1.58044 -2.79989 -0.506 0.585 -2.125 -0.83
C -1.16987 -0.37454 -3.62137 -1.293 -1.986 -0.052 -0.23
C -1.98120 0.96022 -3.21394 0.294 0.719 -0.760 -0.44
C -1.07922 2.16385 -2.64851 -0.722 0.800 0.391 -0.41
C -0.89615 2.14156 -1.03489 -1.177 0.343 -1.202 -0.21
N 0.23796 1.30263 -0.56333 2.266 -1.635 2.497 -0.38
C 0.37532 1.07373 0.87282 3.197 -2.363 -0.822 -0.08
C 1.59576 0.14208 1.13684 -1.873 1.794 -3.722 -0.33
C 2.19768 -0.16296 -0.27388 -4.137 3.272 0.109 -0.36
C 1.29504 0.61375 -1.25998 1.321 -1.273 2.862 -0.03
H -3.86837 -3.79525 -0.75287 -1.048 1.062 -0.926 0.22
H -5.16440 -3.48646 -2.08999 0.641 0.619 1.260 0.21
H -5.29405 -2.69697 -0.34997 0.775 -0.782 -1.425 0.20
H -4.40327 -0.80650 -1.86968 0.701 -1.246 0.894 0.20
H -3.35248 -1.36912 -3.94765 -0.002 -0.804 1.246 0.15
H -3.03455 -3.10072 -3.37464 0.092 1.128 0.562 0.15
H -1.48940 -0.64371 -4.71140 0.635 0.906 1.092 0.13
H -0.03252 -0.26309 -3.63659 -1.506 0.224 0.167 0.17
H -2.84028 0.73527 -2.47461 1.545 0.230 -1.024 0.20
H -2.49873 1.34856 -4.17811 0.805 -0.416 1.494 0.18
H -1.66949 3.13992 -2.86475 0.991 -1.431 0.459 0.20
H -0.07616 2.30114 -3.20788 -1.523 -0.475 0.958 0.20
H -0.83651 3.22406 -0.62878 0.416 -1.747 -0.630 0.19
H -1.89230 1.72431 -0.61394 1.791 0.382 -0.577 0.23
H -0.33861 1.53810 1.64285 1.223 -0.857 -1.590 0.23
H 1.98012 -0.26421 2.13206 -0.865 0.821 -1.624 0.23
H 3.07235 -0.80225 -0.61635 -1.456 0.953 0.729 0.22
H 1.46518 0.61971 -2.38416 -0.748 0.176 1.887 0.23
C 5.95362 1.02992 -0.00933 -0.463 -0.483 0.326 -0.10
C 5.51755 2.01491 1.06338 -0.555 0.193 -0.504 -0.10
O 6.71976 2.36706 1.75218 0.910 -0.388 -0.405 -0.68
S 7.95960 2.33010 0.70597 -0.418 -0.045 -0.024 2.51
O 8.20239 3.66666 0.24768 0.186 -1.013 0.292 -0.89
O 8.98920 1.49858 1.25398 -0.521 0.831 -0.310 -0.89
O 7.21232 1.51599 -0.48154 0.385 0.771 0.554 -0.68
H 6.11012 0.03238 0.41094 -0.062 0.053 -0.010 0.19
H 5.23669 0.96931 -0.82878 0.211 0.124 0.001 0.23
H 4.79017 1.58513 1.75195 0.236 0.050 0.059 0.23
H 5.10335 2.92452 0.61910 -0.054 -0.112 0.002 0.19
C -2.31220 -2.51875 4.06944 -0.609 -0.339 -0.151 -0.10
C -3.02143 -1.41426 3.30287 0.549 -0.224 -0.641 -0.11
O -3.24873 -0.38129 4.26636 0.437 -0.154 1.156 -0.68
S -2.03961 -0.39223 5.34691 -0.146 -0.133 -0.567 2.52
O -1.08506 0.60704 4.96526 -0.585 -0.651 0.671 -0.89
O -2.60711 -0.46160 6.66097 0.466 0.336 -0.784 -0.90
O -1.42774 -1.84670 4.96882 -0.125 0.926 0.071 -0.68
H -3.01976 -3.10552 4.66276 0.025 0.008 -0.036 0.18
H -1.75321 -3.18391 3.41035 0.134 0.217 0.129 0.22
H -3.96275 -1.74830 2.86733 0.033 0.225 0.143 0.22
H -2.38189 -1.00766 2.51552 -0.146 -0.134 0.003 0.22
```
Positions in Å, forces in eV/Å.

2.
Computed, not measured: a molecular structure, C15H26ClNO2RuS3, with wB97M-V/def2-TZVPD.

Results
E_tot in a.u.: -2540.30107
Highest occupied orbital energy (spin up / spin down) in eV: -21.02 / -20.96
Total charge: +4
Max |F| in hartree/bohr: 0.00971
2S+1: 5

The geometry in XYZ format:
```
49
Properties=species:S:1:pos:R:3:forces:R:3:nbo_charge:R:1
Ru 0.11061 -0.18049 0.54389 0.107 0.041 0.486 1.13
C 3.36806 -0.79609 0.28377 0.025 0.035 0.023 -0.56
C 2.87990 -1.82155 -0.71868 -0.021 -0.049 -0.028 -0.53
S 1.06137 -2.07336 -0.62369 0.023 0.039 -0.156 0.43
C 0.57015 -2.15985 -2.38907 0.061 -0.082 -0.025 -0.53
C 1.07301 -1.07671 -3.36632 0.009 -0.107 0.060 -0.62
S 0.89130 0.57681 -2.69683 -0.156 0.144 -0.298 0.89
C 2.55221 1.18346 -2.43391 0.058 -0.016 0.158 -0.62
C 2.71883 1.75878 -1.02066 0.032 -0.054 -0.056 -0.55
S 2.35267 0.71094 0.43106 0.056 0.101 -0.146 0.45
H 3.38480 -1.18949 1.30269 -0.009 -0.025 -0.007 0.29
H 4.38994 -0.47676 0.05954 0.007 -0.010 0.014 0.31
H 3.13593 -1.56686 -1.74428 0.003 0.007 0.030 0.24
H 3.32411 -2.79555 -0.50191 0.014 -0.007 -0.010 0.31
H 0.96238 -3.12146 -2.73346 -0.037 -0.017 -0.025 0.32
H -0.51545 -2.25253 -2.38455 -0.009 0.061 -0.009 0.27
H 2.10519 -1.22592 -3.68043 0.004 -0.009 0.008 0.29
H 0.44462 -1.10239 -4.26645 0.003 -0.037 0.010 0.34
H 3.27704 0.41074 -2.68368 0.012 0.023 -0.002 0.28
H 2.67471 2.00130 -3.16273 0.034 0.023 0.035 0.35
H 3.76522 2.04950 -0.88933 0.010 0.040 -0.016 0.32
H 2.12129 2.65858 -0.86320 -0.027 -0.002 -0.032 0.29
C 0.49362 1.93596 3.02971 -0.047 -0.160 0.004 -0.25
O -0.02053 0.67752 2.43986 0.037 -0.011 0.248 -0.56
C -0.99744 0.00381 3.31674 0.056 0.067 -0.061 -0.11
C -1.00170 -1.43728 2.91394 -0.106 -0.011 0.001 -0.11
O -1.20593 -1.45722 1.45656 -0.080 -0.234 0.087 -0.55
C -2.05281 -2.56250 0.96703 0.242 0.083 0.081 -0.24
H 0.73960 1.72951 4.06766 0.054 0.023 0.020 0.25
H -0.27699 2.70014 2.96717 -0.046 0.002 0.023 0.22
H 1.38710 2.22411 2.48970 -0.005 0.008 -0.066 0.22
H -1.96204 0.49463 3.18284 -0.021 -0.036 -0.013 0.24
H -0.66971 0.11058 4.35055 0.020 0.006 0.004 0.27
H -1.80577 -1.98882 3.40135 -0.085 0.055 -0.050 0.28
H -0.05630 -1.93704 3.12961 0.017 -0.007 -0.003 0.23
H -1.65637 -3.50056 1.34852 -0.026 -0.040 -0.004 0.24
H -2.01832 -2.53905 -0.11781 -0.019 0.000 -0.013 0.19
H -3.06333 -2.37554 1.32157 -0.038 -0.038 0.000 0.25
Cl -3.60088 4.20182 0.70440 -0.034 0.039 0.025 0.19
C -3.16043 2.73040 -0.01013 0.036 0.098 0.030 -0.06
C -3.95419 2.11937 -0.97869 -0.052 -0.094 -0.071 -0.08
C -3.52859 0.91880 -1.53802 -0.055 0.069 0.019 -0.20
C -2.34171 0.36424 -1.11423 -0.002 0.032 0.048 0.01
N -1.56753 0.95447 -0.17331 -0.220 0.175 -0.236 -0.54
C -1.97502 2.11964 0.36962 0.128 -0.130 -0.168 0.01
H -4.88905 2.57706 -1.28191 0.003 -0.002 -0.006 0.30
H -4.12780 0.41650 -2.28616 0.009 0.002 -0.010 0.29
H -1.99997 -0.58271 -1.51732 -0.001 -0.002 0.026 0.19
H -1.33580 2.59108 1.09898 0.031 0.007 0.069 0.23
```
Positions in Å, forces in eV/Å.

3.
Computed, not measured: a molecular structure, C15H26CoF6NO3P2 at a distorted geometry, with wB97M-V/def2-TZVPD.

Results
E_tot in a.u.: -3531.75824
Highest occupied orbital energy (spin up / spin down) in eV: -14.90 / -16.22
Total charge: +2
Max |F| in hartree/bohr: 0.03699
2S+1: 5

The geometry in XYZ format:
```
54
Properties=species:S:1:pos:R:3:forces:R:3:lowdin_charge:R:1
Co 0.42989 0.04437 0.36017 -0.034 0.371 0.642 0.56
P -0.78531 1.91485 0.86337 -1.225 -0.700 -0.085 0.83
C 0.16733 3.06503 -0.02931 0.784 1.491 -0.133 -0.15
C 1.48334 2.69801 -0.38271 1.122 -0.375 0.547 -0.29
N 1.79723 1.35019 -0.21580 1.300 0.729 -0.899 -0.03
C 3.04379 0.89855 -0.48431 -0.768 0.146 0.350 -0.29
C 4.09045 1.77743 -0.71262 0.875 -0.461 -0.687 0.02
C 3.83861 3.12764 -0.85476 -0.089 0.681 -0.127 0.00
C 2.53784 3.60036 -0.73588 -0.804 -0.255 0.593 0.04
C 3.23569 -0.59782 -0.52323 -0.279 -0.272 0.001 -0.24
P 1.62350 -1.39229 -0.89891 0.787 -0.529 -1.171 0.86
H 2.31037 4.66354 -0.74934 0.081 -0.196 -0.321 0.13
H 5.09536 1.35881 -0.87767 -0.538 0.351 0.167 0.15
H 4.65175 3.82542 -1.08491 -0.343 -0.305 0.173 0.14
H 3.96057 -0.91373 -1.27376 0.256 0.228 0.150 0.11
H 3.53551 -0.99789 0.44718 0.243 0.113 0.055 0.11
H -2.63437 3.06751 -4.17126 -0.031 0.153 -0.075 0.03
H -0.13191 4.10790 -0.08166 0.099 -0.026 -0.249 0.11
H -1.52152 -2.05402 -2.84091 -0.386 0.120 -0.236 0.01
O -1.97207 2.58961 -4.67894 1.069 -0.109 0.705 -0.07
H -1.11034 2.78649 -4.24307 -1.037 -0.046 -0.593 0.04
H -1.50697 -0.99251 0.08477 -0.844 -0.462 -0.389 0.10
O -2.40854 -1.76086 -2.58944 0.238 1.512 0.112 -0.06
H -2.51436 -0.83841 -2.95019 0.200 -1.485 0.222 0.07
C 1.53921 -1.33846 -2.72065 -0.147 -0.058 -0.094 -0.21
H 2.44315 -1.79853 -3.15474 -0.357 0.174 0.146 0.07
H 0.65588 -1.90796 -3.05974 0.431 0.296 0.054 0.05
H 1.45418 -0.29057 -3.05451 0.016 -0.450 0.045 0.06
C 1.75108 -3.11517 -0.40884 0.120 -0.406 -0.023 -0.21
H 0.74821 -3.54591 -0.29723 0.309 0.099 -0.030 0.04
H 2.30863 -3.68703 -1.16059 -0.066 0.075 0.201 0.08
H 2.27491 -3.17182 0.55282 -0.170 -0.092 -0.164 0.06
C -0.72338 2.23859 2.62832 -0.033 0.464 0.513 -0.20
H -1.40092 3.03627 2.94510 0.119 0.028 -0.135 0.08
H -1.00335 1.33247 3.16274 0.058 -0.011 0.026 0.03
H 0.29840 2.50091 2.91019 -0.060 -0.026 0.047 0.07
C -2.51742 2.02485 0.32799 -0.250 0.478 -0.050 -0.21
H -3.11611 1.18527 0.70920 0.273 0.267 -0.110 0.04
H -2.96938 2.95919 0.69621 0.080 -0.276 -0.153 0.07
H -2.55376 2.02765 -0.77039 -0.029 -0.054 0.295 0.06
C -2.86976 -1.06231 2.35340 -0.127 0.296 0.006 0.05
C -1.74370 -1.91173 1.85486 0.914 -0.807 -0.374 -0.29
O -0.94438 -1.24657 0.82677 -1.290 -1.147 0.630 -0.14
C -0.67798 -2.19002 2.94092 0.563 -0.448 1.343 -0.47
F -1.19001 -2.80957 4.03454 0.607 0.842 -1.594 0.19
F 0.37247 -2.92379 2.47022 -1.168 0.875 0.463 0.15
F -0.17109 -0.96893 3.34791 -0.327 -1.128 -0.438 0.12
C -2.29511 -3.21819 1.19987 -0.902 -1.410 -0.549 -0.49
F -2.89071 -4.03135 2.10106 0.639 1.079 -0.598 0.19
F -3.22767 -2.87545 0.26447 0.875 -0.040 0.819 0.15
F -1.36072 -3.95434 0.54860 -0.406 0.844 0.638 0.15
H -2.49037 -0.06077 2.59514 -0.205 -0.415 0.213 0.08
H -3.30975 -1.55201 3.23080 -0.074 0.315 -0.204 0.14
H -3.60637 -0.97288 1.54875 -0.074 -0.039 0.323 0.11
```
Positions in Å, forces in eV/Å.

4.
Computed, not measured: a molecular structure, C15H26CoIO2P2 at a distorted geometry, with wB97M-V/def2-TZVPD.

Results
E_tot in a.u.: -3100.08919
Highest occupied orbital energy (spin up / spin down) in eV: -13.40 / -15.31
Total charge: +2
Max |F| in hartree/bohr: 0.14277
2S+1: 5

The geometry in XYZ format:
```
47
Properties=species:S:1:pos:R:3:forces:R:3:nbo_charge:R:1
C 1.08021 -4.40382 -0.16444 0.719 -1.729 -0.857 -0.79
C 0.51092 -3.61291 0.87767 -0.802 2.476 0.740 0.58
H 1.19962 -5.46204 0.16836 0.034 0.469 -0.385 0.29
H 2.06357 -3.97624 -0.45515 -0.576 -0.303 0.222 0.28
H 0.42864 -4.35157 -1.06231 0.364 -0.085 0.562 0.28
O 0.08166 -3.50534 1.95774 0.340 -1.098 -0.271 -0.39
I 1.38127 -1.15950 -3.01150 0.171 -0.973 0.083 0.14
Co 0.48270 -0.80968 -0.79689 0.731 0.654 -2.273 0.45
P -1.64611 -1.10609 -1.23375 -1.880 0.510 -0.984 1.19
C -2.90682 -0.35746 -0.15379 0.407 -0.023 0.446 -0.97
C -2.17165 -0.41556 -2.82973 0.279 0.032 -0.123 -0.96
H -3.24943 -0.59031 -2.94814 0.272 -0.007 0.008 0.27
H -3.10561 -2.97388 -1.50917 0.203 -0.046 0.010 0.28
H -1.61296 -0.89287 -3.64072 -0.205 0.082 0.022 0.25
H -1.49060 -3.27710 -2.23191 -0.163 0.050 0.141 0.26
H -2.78402 0.73331 -0.18394 -0.058 -0.274 -0.004 0.28
H -1.96903 0.66060 -2.83865 -0.101 -0.214 -0.037 0.27
C -2.02360 -2.86528 -1.36621 0.140 -0.252 0.131 -0.98
H -3.90695 -0.61864 -0.52505 0.320 -0.026 0.053 0.28
H -1.71457 -3.40588 -0.46500 -0.233 0.091 -0.157 0.25
H -2.78560 -0.70037 0.87991 -0.255 0.089 -0.198 0.26
P 2.33866 -0.19672 0.23753 1.904 1.439 0.228 1.16
C 2.25476 0.81956 1.74852 -0.575 -0.215 0.132 -0.96
C 3.37200 -1.62851 0.61387 -0.086 -0.353 0.048 -0.97
H 3.63861 0.35623 -1.72193 0.120 0.167 0.164 0.25
H 4.30986 1.10733 -0.22849 -0.215 -0.095 -0.120 0.27
H 2.85607 1.79510 -1.02208 0.119 -0.163 0.054 0.27
C 3.39445 0.87038 -0.78716 -0.104 -0.075 -0.294 -0.95
H 3.69778 -2.08662 -0.32767 0.000 0.089 0.185 0.26
H 4.24765 -1.29589 1.18541 -0.169 -0.075 -0.124 0.28
H 3.26506 0.98884 2.14509 -0.219 -0.169 -0.205 0.28
H 1.63275 0.33313 2.50812 0.271 0.186 0.007 0.26
H 2.81650 -2.37128 1.19619 0.209 0.175 0.015 0.25
H 1.80325 1.78720 1.49295 0.144 -0.245 0.049 0.28
C -0.10939 -0.86494 0.88179 -2.630 -0.789 6.809 0.40
O -0.50763 -0.91101 1.98584 1.613 0.250 -4.381 -0.45
C -0.24532 4.11015 -1.36698 0.015 -0.431 -0.001 -0.19
C 0.20162 3.32909 -2.44433 -0.242 -0.013 0.581 -0.20
C 0.33055 1.94063 -2.29237 0.453 0.126 -0.760 -0.26
C 0.05253 1.33131 -1.07731 -0.152 0.568 0.205 -0.16
C -0.40949 2.07892 -0.00508 0.011 0.316 0.107 -0.36
C -0.55063 3.47659 -0.15192 0.034 -0.019 -0.210 -0.17
H -0.36470 5.19549 -1.48777 0.082 -0.584 0.167 0.25
H 0.45618 3.78743 -3.40134 -0.125 -0.145 0.271 0.25
H 0.69064 1.36352 -3.15156 -0.270 0.522 0.455 0.21
H -0.64554 1.60519 0.95435 0.019 0.353 -0.267 0.22
H -0.89874 4.07268 0.69489 0.083 -0.240 -0.248 0.25
```
Positions in Å, forces in eV/Å.

The lowest total charge belongs to which entry? C15H26BrN2O8S2

Among the records above, which one has the highest total charge? C15H26ClNO2RuS3

total charge of number 1 (C15H26BrN2O8S2)? -1

Which of these has the lowest total charge? C15H26BrN2O8S2